{
  "formula": "C23H26N4O5",
  "method": "ωB97M-V with the def2-TZVPD basis set",
  "homo_lumo_gap_ev": 8.66,
  "smiles": "COc1cc(/C=N/NC(=O)CN2C[C@@H](c3ccccc3)CC2=O)ccc1OC(=O)N(C)C",
  "e_tot_ev": -40471.1871,
  "homo_ev": -8.049,
  "relative_energy_ev": 3.107,
  "species": ["C", "O", "C", "C", "C", "C", "N", "N", "C", "O", "C", "N", "C", "C", "C", "C", "C", "C", "C", "C", "C", "C", "O", "C", "C", "C", "O", "C", "O", "N", "C", "C", "H", "H", "H", "H", "H", "H", "H", "H", "H", "H", "H", "H", "H", "H", "H", "H", "H", "H", "H", "H", "H", "H", "H", "H", "H", "H"],
  "positions_angstrom": [[-0.07, -4.55, -1.63], [1.21, -4.28, -2.15], [1.86, -3.17, -1.70], [1.43, -2.36, -0.66], [2.19, -1.27, -0.24], [1.74, -0.43, 0.86], [0.64, -0.69, 1.44], [0.15, 0.04, 2.47], [0.63, 1.16, 3.06], [1.65, 1.74, 2.77], [-0.31, 1.65, 4.18], [-1.56, 2.14, 3.67], [-1.77, 3.53, 3.31], [-3.30, 3.63, 3.16], [-3.76, 4.71, 2.21], [-3.03, 5.89, 2.06], [-3.47, 6.88, 1.21], [-4.64, 6.73, 0.49], [-5.38, 5.57, 0.65], [-4.94, 4.57, 1.50], [-3.69, 2.20, 2.75], [-2.58, 1.34, 3.31], [-2.56, 0.12, 3.41], [3.40, -0.99, -0.87], [3.83, -1.78, -1.92], [3.07, -2.85, -2.34], [3.52, -3.65, -3.37], [2.70, -3.76, -4.46], [1.77, -3.02, -4.67], [3.07, -4.77, -5.27], [4.18, -5.66, -5.01], [2.37, -4.97, -6.51], [-0.03, -4.78, -0.56], [-0.75, -3.72, -1.80], [-0.42, -5.43, -2.18], [0.50, -2.55, -0.14], [2.39, 0.40, 1.13], [-0.76, -0.32, 2.79], [0.20, 2.46, 4.72], [-0.52, 0.82, 4.86], [-1.38, 4.18, 4.09], [-1.26, 3.76, 2.37], [-3.73, 3.84, 4.14], [-2.12, 6.03, 2.62], [-2.89, 7.79, 1.11], [-4.98, 7.51, -0.17], [-6.30, 5.44, 0.10], [-5.54, 3.67, 1.61], [-4.66, 1.88, 3.13], [-3.68, 2.08, 1.66], [4.00, -0.15, -0.55], [4.75, -1.57, -2.44], [4.55, -5.50, -4.00], [4.99, -5.47, -5.72], [3.86, -6.69, -5.12], [3.06, -4.85, -7.36], [1.94, -5.98, -6.55], [1.58, -4.24, -6.58]]
}



{
  "formula": "C21H46BF7N3O9P2S",
  "method": "ωB97M-V with the def2-TZVPD basis set",
  "charge": 1,
  "homo_lumo_gap_ev": 6.39,
  "e_tot_ev": -94527.1864,
  "homo_ev": -11.343,
  "relative_energy_ev": 5.029,
  "species": ["C", "C", "S", "C", "N", "C", "N", "N", "B", "O", "C", "C", "C", "F", "F", "C", "F", "F", "C", "F", "F", "F", "H", "H", "H", "H", "H", "H", "H", "H", "H", "H", "H", "H", "H", "H", "H", "H", "O", "P", "O", "C", "C", "O", "C", "C", "O", "C", "C", "H", "H", "H", "H", "H", "H", "H", "H", "H", "H", "H", "H", "H", "H", "H", "O", "P", "O", "C", "C", "O", "C", "C", "O", "C", "C", "H", "H", "H", "H", "H", "H", "H", "H", "H", "H", "H", "H", "H", "H", "H"],
  "positions_angstrom": [[3.91, -4.84, -5.92], [2.86, -5.56, -5.00], [1.71, -4.30, -4.34], [1.53, -4.65, -2.55], [0.38, -3.89, -2.00], [-0.54, -4.65, -1.26], [-0.44, -4.46, 0.13], [-1.41, -5.47, -1.78], [-2.23, -6.24, -0.71], [-3.50, -5.83, -0.45], [-1.66, -7.45, 0.12], [-1.79, -8.80, -0.68], [-1.52, -5.71, -3.22], [-0.55, -6.60, -3.51], [-1.44, -4.63, -3.97], [-2.85, -6.40, -3.68], [-3.94, -5.74, -3.24], [-2.90, -7.70, -3.40], [-3.00, -6.31, -5.27], [-3.59, -5.20, -5.64], [-1.87, -6.56, -5.91], [-3.85, -7.30, -5.59], [3.79, -3.74, -5.87], [4.94, -5.10, -5.63], [3.77, -5.12, -6.97], [2.32, -6.28, -5.64], [3.38, -6.15, -4.23], [1.51, -5.72, -2.30], [2.44, -4.26, -2.05], [-0.05, -3.22, -2.63], [-0.06, -5.25, 0.64], [-1.24, -4.01, 0.56], [-3.64, -4.96, -0.88], [-2.29, -7.51, 1.04], [-0.63, -7.28, 0.46], [-2.86, -9.01, -0.83], [-1.29, -8.67, -1.65], [-1.32, -9.59, -0.08], [2.57, -0.27, -1.92], [2.69, 1.00, -1.11], [4.11, 0.75, -0.31], [5.33, 0.84, -1.04], [5.66, 2.27, -1.42], [1.63, 0.57, 0.09], [0.65, -0.43, -0.10], [1.13, -1.75, 0.48], [2.64, 2.58, -0.62], [1.53, 3.16, 0.09], [1.79, 3.12, 1.58], [5.28, 0.20, -1.93], [6.11, 0.44, -0.40], [4.93, 2.66, -2.14], [6.65, 2.33, -1.88], [5.63, 2.92, -0.55], [0.39, -0.53, -1.16], [-0.25, -0.11, 0.42], [2.11, -2.03, 0.09], [0.42, -2.55, 0.27], [1.24, -1.66, 1.57], [0.59, 2.69, -0.18], [1.46, 4.21, -0.23], [2.00, 2.12, 1.94], [0.93, 3.51, 2.13], [2.66, 3.72, 1.83], [-2.00, 5.84, 2.62], [-1.95, 7.21, 3.26], [-0.56, 7.11, 4.14], [0.69, 7.14, 3.45], [0.99, 8.52, 2.89], [-3.04, 6.91, 4.46], [-4.00, 5.86, 4.37], [-3.52, 4.65, 5.15], [-2.06, 8.84, 3.54], [-3.21, 9.48, 4.12], [-3.01, 9.63, 5.61], [0.69, 6.39, 2.65], [1.46, 6.85, 4.16], [0.28, 8.79, 2.11], [1.99, 8.55, 2.47], [0.91, 9.27, 3.68], [-4.22, 5.61, 3.33], [-4.93, 6.23, 4.81], [-2.52, 4.34, 4.83], [-4.21, 3.81, 5.03], [-3.45, 4.89, 6.21], [-4.13, 8.94, 3.88], [-3.29, 10.47, 3.67], [-2.79, 8.68, 6.10], [-3.90, 10.06, 6.07], [-2.16, 10.29, 5.82]]
}



{
  "formula": "CH3N3O2S2",
  "method": "ωB97M-V with the def2-TZVPD basis set",
  "homo_lumo_gap_ev": 9.76,
  "smiles": "N#[N+][O-].N=C=O.SS",
  "e_tot_ev": -31318.8288,
  "homo_ev": -9.376,
  "relative_energy_ev": 0.000,
  "species": ["N", "N", "O", "N", "C", "O", "H", "S", "S", "H", "H"],
  "positions_angstrom": [[0.04, -1.90, -1.38], [-0.77, -2.39, -0.82], [-1.55, -3.06, -0.35], [1.46, 0.56, -1.39], [0.71, 1.38, -0.94], [-0.03, 2.06, -0.37], [1.17, -0.38, -1.67], [-0.62, -0.17, 1.64], [0.29, 1.34, 2.62], [-1.66, 0.53, 1.16], [0.96, 2.03, 1.49]]
}



{
  "formula": "C28H56AlKO25P",
  "method": "ωB97M-V with the def2-TZVPD basis set",
  "homo_lumo_gap_ev": [7.69, 6.91],
  "e_tot_ev": -113341.7713,
  "homo_ev": [-8.402, -8.204],
  "spin_multiplicity": 2,
  "species": ["Al", "K", "P", "O", "O", "O", "O", "C", "C", "O", "C", "O", "O", "C", "H", "H", "H", "H", "H", "H", "H", "H", "C", "C", "O", "C", "O", "O", "C", "H", "H", "H", "H", "H", "H", "H", "H", "C", "C", "O", "C", "O", "O", "C", "H", "H", "H", "H", "H", "H", "H", "H", "C", "C", "O", "C", "O", "O", "C", "H", "H", "H", "H", "H", "H", "H", "H", "C", "C", "O", "C", "O", "O", "C", "H", "H", "H", "H", "H", "H", "H", "H", "C", "C", "O", "C", "O", "O", "C", "H", "H", "H", "H", "H", "H", "H", "H", "C", "C", "O", "C", "O", "O", "C", "H", "H", "H", "H", "H", "H", "H", "H"],
  "positions_angstrom": [[-2.48, -0.33, 0.98], [1.64, 3.70, 1.21], [0.37, 0.92, 0.04], [0.38, -0.45, 0.81], [-0.43, 1.81, 1.08], [-0.74, 0.64, -1.06], [1.72, 1.62, -0.26], [6.56, -5.66, -0.46], [5.48, -5.28, 0.49], [5.52, -3.86, 0.47], [4.43, -3.18, 0.77], [3.46, -3.56, 1.42], [4.46, -1.87, 0.24], [3.48, -0.96, 0.74], [6.72, -5.09, -1.37], [6.51, -6.73, -0.68], [7.43, -5.56, 0.20], [5.52, -5.63, 1.52], [4.50, -5.63, 0.18], [2.72, -0.77, -0.03], [3.95, -0.02, 1.02], [3.01, -1.17, 1.70], [1.52, 4.30, -8.61], [0.85, 4.61, -7.32], [1.36, 3.69, -6.37], [1.07, 3.96, -5.07], [0.30, 4.85, -4.65], [1.68, 3.02, -4.28], [1.43, 2.96, -2.89], [1.54, 3.22, -8.75], [2.58, 4.56, -8.56], [1.06, 4.75, -9.49], [-0.18, 4.26, -7.45], [0.91, 5.64, -6.98], [1.98, 2.22, -2.30], [0.35, 2.88, -2.76], [1.71, 3.94, -2.52], [-3.09, -1.88, 7.46], [-3.01, -2.07, 6.00], [-1.64, -1.84, 5.72], [-1.18, -1.92, 4.46], [-1.85, -1.72, 3.44], [0.14, -2.10, 4.52], [0.90, -2.49, 3.42], [-2.79, -0.91, 7.85], [-2.39, -2.58, 7.91], [-4.08, -2.12, 7.87], [-3.74, -1.48, 5.44], [-3.24, -3.14, 5.92], [1.94, -2.74, 3.63], [1.06, -1.69, 2.70], [0.43, -3.29, 2.87], [-3.43, -6.04, -2.38], [-3.40, -4.54, -2.07], [-2.02, -4.10, -2.31], [-1.62, -2.82, -2.11], [-2.30, -1.91, -1.54], [-0.35, -2.74, -2.56], [0.31, -1.48, -2.46], [-2.76, -6.62, -1.74], [-3.18, -6.21, -3.42], [-4.46, -6.31, -2.17], [-3.72, -4.37, -1.04], [-4.20, -3.90, -2.45], [-0.08, -0.62, -3.02], [1.24, -1.58, -3.02], [0.55, -1.33, -1.41], [-6.87, 3.72, 3.74], [-6.25, 2.98, 2.54], [-5.62, 3.83, 1.62], [-4.59, 3.32, 0.86], [-4.21, 2.16, 0.91], [-4.08, 4.27, 0.12], [-2.81, 4.21, -0.49], [-7.58, 4.48, 3.41], [-6.14, 4.28, 4.31], [-7.44, 3.07, 4.40], [-7.06, 2.47, 2.02], [-5.60, 2.18, 2.91], [-2.65, 4.98, -1.25], [-2.75, 3.26, -1.03], [-1.93, 4.23, 0.15], [7.05, -2.94, -5.33], [7.45, -1.50, -5.01], [6.66, -1.18, -3.92], [5.89, -0.10, -3.98], [5.70, 0.56, -4.96], [5.13, 0.05, -2.88], [3.82, 0.64, -2.96], [7.38, -3.55, -4.49], [7.48, -3.34, -6.25], [5.97, -2.95, -5.44], [7.45, -0.83, -5.87], [8.52, -1.54, -4.82], [3.25, 0.11, -3.72], [3.99, 1.68, -3.26], [3.29, 0.56, -2.01], [-5.59, 1.39, 6.60], [-4.34, 1.21, 5.75], [-3.64, 2.40, 5.46], [-2.92, 2.48, 4.40], [-2.58, 1.64, 3.60], [-2.42, 3.68, 4.44], [-1.68, 4.16, 3.34], [-6.28, 1.91, 5.95], [-5.38, 1.95, 7.51], [-6.04, 0.44, 6.90], [-4.57, 0.63, 4.85], [-3.64, 0.67, 6.39], [-2.53, 4.40, 2.70], [-1.02, 3.56, 2.71], [-1.22, 5.12, 3.57]]
}



{
  "formula": "C5H8N2O",
  "method": "ωB97M-V with the def2-TZVPD basis set",
  "homo_lumo_gap_ev": 9.80,
  "e_tot_ev": -10336.7260,
  "homo_ev": -9.049,
  "relative_energy_ev": 6.000,
  "species": ["C", "C", "C", "C", "C", "H", "H", "H", "H", "H", "H", "H", "H", "N", "N", "O"],
  "positions_angstrom": [[-1.57, -0.29, -0.32], [-0.15, 1.65, 0.06], [0.50, 0.46, -0.63], [1.41, -0.19, 0.35], [0.76, -1.37, -0.17], [-3.23, -0.72, 0.54], [-0.31, 2.96, -0.17], [-0.03, 1.84, 1.35], [1.15, 0.74, -1.48], [2.53, -0.17, 0.06], [1.32, -0.09, 1.53], [0.32, -2.05, 0.72], [1.51, -1.93, -0.87], [-2.34, -1.24, 0.19], [-0.27, -0.67, -0.84], [-1.61, 1.05, -0.33]]
}



{
  "formula": "C3H7N5",
  "method": "ωB97M-V with the def2-TZVPD basis set",
  "homo_lumo_gap_ev": 8.15,
  "e_tot_ev": -10668.6475,
  "homo_ev": -8.155,
  "relative_energy_ev": 6.353,
  "species": ["C", "C", "C", "H", "H", "H", "H", "H", "H", "H", "N", "N", "N", "N", "N"],
  "positions_angstrom": [[0.10, 1.37, -0.10], [0.74, 0.53, 0.65], [0.39, -0.81, 0.66], [0.14, 3.21, 0.65], [-0.57, 3.10, -0.91], [1.66, 0.72, 1.12], [1.63, -1.77, 1.70], [0.05, -2.61, -0.58], [-1.76, -2.63, -0.45], [-1.61, 0.64, -1.17], [0.37, 2.71, -0.63], [1.02, -2.02, 0.93], [-0.71, -0.79, -0.15], [-0.91, -2.02, -0.84], [-0.54, 0.37, -0.89]]
}



{
  "formula": "C10H12NO",
  "method": "ωB97M-V with the def2-TZVPD basis set",
  "charge": 1,
  "homo_lumo_gap_ev": 9.77,
  "smiles": "C[N+]1(C)CC(=O)c2ccccc21",
  "e_tot_ev": -14094.0476,
  "homo_ev": -13.787,
  "relative_energy_ev": 1.047,
  "species": ["C", "N", "C", "C", "C", "O", "C", "C", "C", "C", "C", "C", "H", "H", "H", "H", "H", "H", "H", "H", "H", "H", "H", "H"],
  "positions_angstrom": [[-1.80, -0.24, -1.23], [-1.05, -0.39, 0.01], [-1.88, -0.02, 1.23], [-0.70, -1.80, 0.11], [0.80, -1.88, -0.02], [1.43, -2.89, -0.19], [1.27, -0.51, 0.06], [2.59, -0.05, -0.05], [2.76, 1.36, 0.10], [1.70, 2.18, -0.02], [0.41, 1.73, 0.00], [0.18, 0.38, -0.10], [-2.63, -0.85, -1.28], [-2.12, 0.72, -1.37], [-1.10, -0.30, -2.11], [-2.67, -0.71, 1.58], [-1.23, 0.14, 2.02], [-2.47, 0.85, 0.97], [-1.20, -2.28, -0.75], [-1.08, -2.21, 1.12], [3.46, -0.68, -0.06], [3.75, 1.75, 0.22], [1.95, 3.19, -0.14], [-0.37, 2.50, -0.11]]
}



{
  "formula": "C25H31N4O2PS3SbW",
  "method": "ωB97M-V with the def2-TZVPD basis set",
  "charge": 2,
  "homo_lumo_gap_ev": [7.02, 6.59],
  "e_tot_ev": -86630.8628,
  "homo_ev": [-12.735, -12.452],
  "relative_energy_ev": 0.000,
  "spin_multiplicity": 2,
  "species": ["W", "C", "C", "C", "C", "C", "C", "N", "Sb", "C", "C", "C", "C", "C", "C", "N", "C", "C", "C", "C", "C", "C", "N", "H", "H", "H", "H", "H", "H", "H", "H", "H", "H", "H", "H", "H", "H", "H", "H", "H", "H", "C", "C", "O", "P", "S", "S", "O", "C", "C", "H", "H", "H", "H", "H", "H", "H", "H", "H", "H", "S", "C", "C", "N", "C", "H", "H", "H"],
  "positions_angstrom": [[-0.23, 0.14, 0.05], [-2.03, -1.50, -2.58], [-1.66, -2.40, -1.45], [-2.24, -3.67, -1.37], [-1.88, -4.55, -0.39], [-0.85, -4.18, 0.48], [-0.30, -2.92, 0.37], [-0.76, -2.01, -0.53], [1.48, -2.61, 1.49], [0.84, -0.99, 2.71], [1.07, -1.16, 4.06], [0.69, -0.16, 4.95], [0.11, 0.97, 4.44], [-0.09, 1.11, 3.06], [-0.71, 2.40, 2.60], [0.27, 0.14, 2.21], [2.40, -1.43, -0.03], [3.72, -1.73, -0.28], [4.38, -1.09, -1.33], [3.68, -0.21, -2.11], [2.34, 0.07, -1.83], [1.60, 1.01, -2.73], [1.73, -0.51, -0.79], [-2.26, -2.12, -3.45], [-1.23, -0.81, -2.85], [-2.91, -0.90, -2.34], [-2.97, -3.94, -2.12], [-2.34, -5.52, -0.32], [-0.46, -4.88, 1.20], [1.53, -2.07, 4.42], [0.85, -0.28, 6.02], [-0.20, 1.77, 5.09], [-1.40, 2.74, 3.36], [-1.27, 2.30, 1.66], [0.05, 3.17, 2.46], [4.23, -2.47, 0.32], [5.43, -1.30, -1.53], [4.14, 0.29, -2.95], [1.79, 0.73, -3.77], [1.96, 2.03, -2.58], [0.53, 1.00, -2.56], [-6.48, 0.70, -2.19], [-5.17, 1.37, -1.88], [-4.48, 0.57, -0.86], [-3.23, 1.13, -0.09], [-2.50, -0.21, 1.15], [-1.65, 1.60, -1.26], [-3.64, 2.49, 0.57], [-4.50, 2.59, 1.76], [-5.97, 2.50, 1.40], [-6.98, 1.24, -3.00], [-7.14, 0.70, -1.32], [-6.33, -0.33, -2.51], [-5.30, 2.38, -1.49], [-4.51, 1.41, -2.75], [-4.25, 3.56, 2.18], [-4.19, 1.81, 2.45], [-6.25, 3.29, 0.71], [-6.55, 2.64, 2.31], [-6.23, 1.54, 0.98], [3.04, 3.38, 0.91], [1.80, 4.16, 0.05], [0.79, 3.30, -0.21], [1.00, 2.02, 0.27], [2.16, 1.95, 0.89], [1.86, 5.20, -0.21], [-0.13, 3.53, -0.72], [2.52, 1.05, 1.35]]
}